# 1
Computed, not measured: a single C3H10N4S molecule in a non-equilibrium geometry, with the ωB97M-V functional and the def2-TZVPD basis.

Geometry as XYZ:
```
18
Properties=species:S:1:pos:R:3:nbo_charge:R:1
N -1.11768 -1.29036 0.10551 -0.4500
H -1.46667 1.99895 0.27226 0.1751
H -0.66848 1.23897 -1.12221 0.2061
H -0.31606 2.91341 -0.91932 0.2117
H -0.28669 0.24448 1.81459 0.1760
N 0.93819 -1.26129 -0.83863 -0.6451
H 0.88962 2.24992 1.14376 0.3670
C 0.17362 -0.81197 0.06135 0.3778
H -1.60641 -2.27504 -1.54749 0.3529
H 2.34826 0.67340 -0.43664 0.1318
N 0.68130 1.56329 0.38986 -0.6183
C 0.50795 0.26487 1.01660 -0.3023
S 2.48621 -0.57929 -0.97880 0.1295
H -0.52003 -3.00207 -0.56270 0.3539
H -1.60842 -1.37788 1.03047 0.3789
H 1.46800 -0.02633 1.47141 0.2296
N -1.39000 -2.49101 -0.56643 -0.6447
C -0.51271 1.96795 -0.33361 -0.4300
```

Properties
ΔE to the lowest compared entry with this formula, charge and spin: 0.810 eV
Energy: -20066.9527 eV


# 2
Computed, not measured: 2 unconnected molecules or ions with the total composition C2H7NO2 in a non-equilibrium geometry, with the ωB97M-V functional and the def2-TZVPD basis.

Geometry as XYZ:
```
12
Properties=species:S:1:pos:R:3:nbo_charge:R:1
H -0.01940 0.81037 -1.01857 0.1641
C 0.51671 1.09917 -0.11965 0.0853
H -0.01186 0.78727 0.78653 0.1491
N 0.54275 2.53903 -0.01445 -0.8367
H 1.07427 2.84199 0.78942 0.3553
H 1.85559 -0.18908 0.54034 0.4727
C -1.68750 -2.84305 -0.02384 0.2863
H 0.97498 2.97657 -0.80691 0.3555
O -0.61537 -2.43410 -0.36606 -0.4913
H -1.80399 -3.47817 0.87779 0.0984
H -2.65026 -2.62479 -0.51498 0.1068
O 1.82407 0.51481 -0.12962 -0.7455
```

Properties
ΔE to the lowest compared entry with this formula, charge and spin: 2.209 eV
Energy: -7771.3169 eV


# 3
Computed, not measured: a molecular structure, C28H44MnN4O5PSSb2 in a non-equilibrium geometry, with the ωB97M-V functional and the def2-TZVPD basis.

Geometry as XYZ:
```
86
Properties=species:S:1:pos:R:3:mulliken_charge:R:1
H -1.37857 0.66334 -5.58210 0.1736
N -1.54597 1.42282 0.82017 0.1412
H 4.40805 1.79527 -0.70865 0.4416
C -3.52769 0.77478 -5.08208 -1.3850
Sb 2.56131 0.92242 1.10522 0.7758
O -1.59231 1.06919 -3.57286 -0.1435
O -1.77433 -2.82614 2.61045 -0.6808
H 5.91962 0.56223 2.57642 0.4224
C -2.55483 0.53789 1.09833 0.6316
H -1.07115 1.96096 5.90418 0.5146
H 2.76959 -2.53397 -3.31391 0.3858
C 1.53411 1.87470 -6.47775 -1.2510
H -4.20189 0.53136 -4.27586 0.2984
C 3.28141 0.50046 4.79741 0.8924
C 1.01931 2.16236 -5.08634 -0.3317
C 4.98344 -1.18482 5.30929 -0.6697
C -1.84374 2.52375 0.14003 -0.4443
Mn 0.03716 0.09289 1.53478 0.4082
C 4.10126 0.87179 3.68761 0.7646
C 1.99200 1.16084 5.19277 -1.4483
C 1.77755 -2.12822 -3.49874 -1.5277
C 1.20498 -1.31565 -2.37158 0.5843
H 1.76402 2.82581 -4.60692 0.3109
H 0.92648 1.22046 -7.09419 0.3102
H 6.77993 -1.22556 4.16878 0.4274
H 4.58110 2.44064 2.29525 0.5678
H 1.76179 -1.56746 -4.44270 0.2459
C 3.69601 1.91529 2.74133 -1.6718
H 5.30976 -1.99907 5.97932 0.3633
C -4.08190 1.84124 0.07439 -0.2855
H -5.12232 1.95313 -0.19689 0.4965
S -1.80481 -1.96744 1.44490 1.5649
C 3.73169 -0.62096 5.54264 -0.8036
H 3.11549 2.96409 -0.47600 0.4611
H -6.62973 -2.40161 -2.62268 0.1755
H -5.48293 -2.76679 -3.84575 0.2035
H 1.16462 -2.97447 -3.72860 0.3866
H -3.58701 1.83962 -5.33746 0.3747
H 3.32669 -1.45594 0.10842 0.4273
H -0.84372 -0.78872 6.67715 0.4517
C 3.33293 1.93514 -0.63232 -1.0576
H -1.38420 -2.69346 -1.34275 0.2910
H 1.71052 2.78033 -7.07176 0.3975
H 4.74340 -0.72964 0.95431 0.4517
H 0.12801 2.70213 -5.08173 0.4015
C -2.08457 0.40171 -4.75730 0.2800
H 2.53849 1.44832 -6.33628 0.2829
H -6.24047 -2.67638 -0.23243 0.3055
H -1.02034 2.71874 4.28716 0.3309
H 1.95790 1.19819 6.28631 0.6784
C 5.82727 -0.74413 4.26424 -0.8457
N -3.80908 0.70176 0.72952 -0.3875
C -4.76047 -2.61355 -1.89298 0.9365
H -3.45695 3.67288 -0.75192 0.4501
H -1.02175 3.17196 -0.04081 0.5300
H 0.91827 -1.85452 -1.49896 0.2382
C -2.87927 -2.46459 0.14781 -0.1839
H 0.08220 -2.02192 5.78272 0.3887
H 3.51749 -1.43385 1.87408 0.4113
P -0.07033 0.88933 -3.02139 -0.1481
N -2.20499 -0.52477 1.92602 -0.4232
C -3.12924 2.79702 -0.24405 -0.6502
H -3.85221 0.20157 -5.98748 0.3496
H 2.76038 1.60140 -1.50428 0.0598
H -4.52259 -2.37041 1.52878 0.3708
C 5.32339 0.24581 3.43549 -0.2966
Sb 0.20379 0.26870 4.35557 0.5160
C -1.23015 1.76215 4.86258 -1.4006
O 0.87915 0.93362 -4.33348 -0.1088
N -5.70133 -2.59305 -2.88327 -0.5027
H -2.00505 -0.66945 -4.56493 0.1238
C -5.17072 -2.56675 -0.54063 -0.6634
H -1.49303 -1.52904 5.21032 0.3466
H 1.92591 -0.55632 -2.13119 -0.2273
H -2.17373 1.32634 4.64842 0.3905
H 1.95128 2.21389 4.91150 0.4838
C -0.60413 -1.18866 5.70245 -1.2600
H 3.14987 -0.90907 6.39401 0.4812
C -2.44957 -2.65437 -1.14511 -0.3120
C -3.37265 -2.72558 -2.15972 -0.4719
H 3.06731 2.65720 3.14682 0.5409
O -0.47350 -1.80480 0.79909 -0.7340
C 3.67018 -0.88645 0.97001 -1.4385
C -4.25002 -2.45765 0.45381 -0.6531
O -0.01363 -0.71654 -2.83058 -0.1148
H -3.01827 -2.91375 -3.17345 0.2842
```

Properties
2S+1: 6
ΔE to the lowest compared entry with this formula, charge and spin: 0.000 eV
Charge: +1
Energy: -110462.4006 eV


# 4
Computed, not measured: a molecular structure, C42H41HfNO2P3S in a non-equilibrium geometry, with the ωB97M-V functional and the def2-TZVPD basis.

Geometry as XYZ:
```
91
Properties=species:S:1:pos:R:3:mulliken_charge:R:1
H 4.19909 -0.51637 3.40631 0.4950
C -1.73371 1.46643 -1.79689 -0.9080
C 1.00359 -1.04207 6.85711 -0.8202
C 1.73519 -2.02897 7.50131 -0.5260
C 1.07759 4.81573 0.61681 -0.8681
C 0.69279 4.45323 1.89661 -0.8757
C 3.13549 2.23573 -2.56849 -0.8141
C 1.08139 -0.90847 5.48221 -0.2519
C -3.74801 -0.47747 2.61451 -0.8224
H -2.35981 4.15053 -1.55909 0.4203
H 0.56359 -3.91287 3.94241 0.4870
C 1.70379 -3.24577 2.25481 0.5062
H -2.97191 5.92803 -5.60369 0.3648
H 0.37819 -0.37667 7.43181 0.4474
H -2.55201 0.86273 -2.19919 0.6791
H 0.58399 -6.55117 0.58321 0.4885
H -0.64741 -1.60207 1.79101 0.4318
C 3.52979 -0.38187 1.35831 0.5109
H -2.16041 -1.76857 -5.69389 0.4887
C -1.92601 -1.75577 -2.31789 0.7340
C -3.41901 -0.41287 0.23201 0.1008
H 0.66269 5.19363 2.68131 0.4578
H 1.66899 -2.13187 8.57461 0.4416
C -3.43421 -2.86647 -4.36759 -0.6298
H -3.40151 3.49523 -2.84429 0.5343
C -1.64261 -1.14097 1.68031 -0.3194
C -4.22961 -0.22447 1.33941 -0.8822
H -0.78901 -0.81407 -3.88129 0.4511
H -5.24751 0.10643 1.20431 0.4664
H -4.52851 -3.85597 -2.81509 0.4549
C 0.48879 -5.32597 2.33371 -0.7835
C 3.83339 -1.13907 2.58741 -0.7350
N -0.59111 0.56123 -1.57319 0.6693
C -1.41821 2.61063 -2.75859 0.0912
H 4.07889 2.63443 -5.78369 0.4497
C 1.69649 -4.72997 0.34401 -1.0285
S -1.87601 5.17373 -3.66089 -0.0638
H -2.10781 -1.22367 3.77091 0.6202
C 0.80979 2.54353 -0.10889 1.3994
H 0.06909 1.13153 1.37431 0.2333
P 1.98029 -1.56917 2.96171 1.5226
C -1.61771 -1.46807 -3.64929 -0.5102
C 0.88589 -4.14247 2.93731 -0.8134
C 1.14659 3.86353 -0.38899 -0.5477
C -3.15701 5.10073 -4.92759 -0.8610
P -0.91171 -1.05637 -0.98199 0.4700
H 1.46559 4.14933 -1.38129 0.5525
C -2.10041 -0.83737 0.39531 0.5535
C -3.71541 -3.18627 -3.04739 -0.7138
C 2.21469 1.79703 -5.15499 -0.9680
C 2.08179 -3.52587 0.92451 -0.1425
H -0.40421 2.97323 -2.56369 -0.1887
C 3.91789 2.58763 -3.65079 -0.7897
H 0.51419 -0.14177 4.96971 0.3953
H 1.87279 1.62123 -6.16059 0.4907
H 4.89139 3.02083 -3.49389 0.4683
H -2.04641 1.88553 -0.82999 0.2976
H 0.45339 0.98323 -4.24309 0.1440
H -4.38331 -0.31687 3.47171 0.4753
C 0.88899 -5.62187 1.03991 -0.6230
H 4.47759 -2.00787 2.44391 0.4467
C -2.38321 -2.00987 -4.66569 -0.7449
H 0.04789 2.86523 3.18331 0.5545
H 3.25589 -3.43937 4.81921 0.4749
H 2.05329 -4.98867 -0.64309 0.5300
Hf 1.44219 -0.65177 0.48601 -0.3978
C 0.39089 2.18333 1.17991 0.2779
C 1.41869 1.43693 -4.08409 -0.2722
O 3.46829 -0.96467 0.22651 -0.5222
H -0.12671 -6.01847 2.88471 0.4793
H -3.18001 -2.90577 -0.99699 0.5398
H 2.84239 -2.93677 0.40721 0.7526
H 3.48869 2.38373 -1.55449 0.4916
H -1.46071 2.26313 -3.79219 0.2715
P 1.00239 1.15923 -1.28969 0.1818
C 0.34429 3.13613 2.18101 -1.0746
O 2.75119 0.62783 1.47271 -0.3911
H 1.34239 5.83853 0.40121 0.5183
C 1.86869 1.68463 -2.78979 1.4609
C -2.38431 3.77973 -2.58409 -1.1582
C -2.95981 -2.64677 -2.02189 -0.6314
H -4.02661 -3.29377 -5.16229 0.4383
C -2.45981 -0.96617 2.78401 -0.7573
C 2.63469 -2.76937 5.39591 -0.1974
C 3.45839 2.37083 -4.94219 -0.6628
H -3.82761 -0.25147 -0.75349 0.5300
C 1.89849 -1.77307 4.75361 0.3636
C 2.54879 -2.88617 6.77121 -0.8132
H 3.11759 -3.64917 7.27871 0.4449
H -4.13351 5.21953 -4.46709 0.2926
H -3.09551 4.16453 -5.47519 0.2669
```

Properties
ΔE to the lowest compared entry with this formula, charge and spin: 2.119 eV
Charge: +3
Energy: -89788.4926 eV


# 5
Computed, not measured: 2 unconnected molecules or ions with the total composition CH2NO4S in a non-equilibrium geometry, with the ωB97M-V functional and the def2-TZVPD basis.

Geometry as XYZ:
```
9
Properties=species:S:1:pos:R:3:nbo_charge:R:1
H 0.01147 -1.65239 0.38757 -0.1366
O 0.58723 1.40623 -2.38212 -0.3343
N 1.96520 0.71583 -1.70224 -0.2265
O -0.13254 0.36736 1.38430 -1.0470
C 0.93383 1.15730 -1.15384 0.2784
H 0.47637 1.53482 -0.19875 0.2613
S -0.85125 -0.90206 1.11732 2.2446
O -1.98116 -0.89754 0.19609 -1.0159
O -1.00915 -1.72955 2.35168 -1.0239
```

Properties
2S+1: 3
ΔE to the lowest compared entry with this formula, charge and spin: 1.222 eV
Charge: -1
Energy: -21580.6942 eV


# 6
Computed, not measured: 2 unconnected molecules or ions with the total composition C8H21N3Si in a non-equilibrium geometry, with the ωB97M-V functional and the def2-TZVPD basis.

Geometry as XYZ:
```
33
Properties=species:S:1:pos:R:3:nbo_charge:R:1
H -0.29565 2.38983 0.22110 0.2817
C 2.61738 0.71717 1.33444 -0.4071
N 1.28927 1.01715 0.52831 -0.9616
H 1.64415 -3.30434 0.44254 0.1903
C 0.62389 2.31831 0.78067 -0.4612
H -2.26229 1.94291 -1.50780 0.3196
C -2.85381 1.17978 0.23530 -0.2637
H -1.07284 -2.26415 1.76808 0.1908
H -0.13030 -0.89291 2.19320 0.2080
H 0.86833 -1.09445 -2.76288 0.2025
H 1.50107 -2.60630 -1.21221 0.2091
C 1.10172 -0.26192 -2.14556 -0.7019
H 3.42640 1.54404 0.96680 0.2100
H -3.97633 0.21406 -1.22040 0.1795
N -1.98261 1.93277 -0.54981 -0.6191
C 0.99890 -2.96255 -0.32033 -0.3965
H 0.58033 -2.56293 2.32223 0.1969
C 1.77447 0.68987 -2.75760 -0.3506
H 2.03902 1.60410 -2.16835 0.1946
H 1.91530 0.74725 -3.86272 0.1985
Si 0.45511 -0.17749 -0.31637 1.8019
H 1.26450 3.25283 0.68683 0.1807
H -2.42238 -0.62478 -0.75992 0.2027
H 2.41510 0.77640 2.46137 0.1994
C -0.03628 -1.91541 1.69858 -0.4170
H -3.80934 1.74182 0.45947 0.1897
H 0.40317 -3.73938 -0.77613 0.1924
H 0.25235 2.58263 1.81060 0.1711
H -2.43818 0.85567 1.24008 0.1648
H -3.84670 -0.83936 0.21055 0.2071
C -3.24287 -0.15589 -0.35878 -0.6024
H 2.88115 -0.31805 1.07048 0.2006
N 0.31796 -1.78667 0.28824 -0.9107
```

Properties
ΔE to the lowest compared entry with this formula, charge and spin: 0.257 eV
Energy: -20979.5181 eV


# 7
Computed, not measured: a gas-phase ion, C21H43ClIN4O (charge +1) in a non-equilibrium geometry, with the ωB97M-V functional and the def2-TZVPD basis.

Geometry as XYZ:
```
71
Properties=species:S:1:pos:R:3:mulliken_charge:R:1
H -4.40132 -0.71655 1.04782 0.3789
C -3.07652 -2.90320 3.39979 -0.5274
Cl 2.00594 -1.25629 -4.58326 -0.0482
C -2.42923 -3.77199 5.71574 -1.3849
C 4.89634 -1.79780 -2.58316 -1.0227
N 2.41866 -0.37776 -2.08099 0.4521
H -3.16076 2.44224 2.26616 0.4637
H 4.24864 4.59275 -1.16987 0.3420
H -1.04453 2.18794 0.25371 0.5179
H -3.30192 -4.36162 6.01044 0.3279
C 4.45490 -0.70841 -3.57220 -0.6559
C -4.20152 -2.11732 2.69820 -1.0699
C 4.60545 2.84669 -2.41882 -0.0762
H 1.52406 0.86141 0.98380 0.7682
C 0.52907 0.76666 0.53912 -1.0546
H -2.96092 1.35968 0.89482 -0.1913
H -4.67756 0.62895 -2.21220 0.3739
C -0.40383 1.86144 1.07323 -0.8673
H -4.55939 0.72430 3.00540 0.4606
H -1.75534 -4.42210 5.15059 0.3541
H 4.24295 2.46107 -3.37393 0.1932
H 1.79613 -2.38333 -2.24116 0.5103
C -2.73074 -0.26688 -1.94462 -0.6532
H -1.45494 -0.62262 -0.41343 -0.0671
H 5.53366 -2.52615 -3.08745 0.3680
O 0.17732 -1.17453 -2.14296 -0.3324
C -3.62896 0.93582 -2.25016 -1.2151
H -4.74759 -2.79446 2.03423 0.3553
H 4.62386 2.32224 -0.35099 0.5152
H 2.98898 4.31746 -2.39407 0.3294
H 1.54207 -1.61060 -0.66736 0.3747
H -3.46595 1.72798 -1.51747 0.2434
C -0.26858 0.11114 -1.78454 -0.6711
H 5.48351 -1.39548 -1.75453 0.3075
C -2.78787 1.45674 1.97312 -0.1418
H 5.08725 0.17579 -3.49292 0.2120
C -1.27473 1.38394 2.24914 -0.7619
H 2.32331 2.52524 -0.65150 0.3761
H -2.14161 -2.75672 2.84421 0.2308
N 2.79430 1.75066 -1.09868 0.0143
H -2.06498 -1.78892 4.97201 0.2109
H -2.45629 -0.80563 -2.85683 0.4404
C 2.00332 0.74287 -1.41134 -0.2759
H -3.30346 -3.97311 3.33536 0.4758
H 4.54907 4.96924 -2.86452 0.4012
C -3.71660 -0.91193 1.88088 0.6316
C -2.84451 -2.55273 4.88281 -0.2567
N -1.52998 0.07935 -1.14501 0.3813
C 1.49068 -1.46229 -1.75127 -0.8482
H -2.73156 -1.16488 1.45384 -0.5496
H 4.05230 -2.35084 -2.16790 0.1837
H -3.29209 -0.97587 -1.33126 0.4865
H -3.04976 0.11379 3.65237 0.1896
C -3.56723 0.36490 2.71700 -1.0146
H -1.05180 1.96977 3.14473 0.4128
H -1.02016 0.34500 2.50119 0.3218
C 2.98177 -0.27803 -3.46945 -0.0590
H -4.92356 -1.77262 3.44807 0.3999
H 5.70011 2.87903 -2.45202 0.4029
H -1.91595 -3.47457 6.63361 0.3847
H 0.17123 -0.23201 0.81527 0.3444
C 4.06285 4.25868 -2.19601 -1.4068
H 4.67305 0.89845 -1.37766 0.2254
H 0.20451 2.72020 1.37590 0.5561
H 4.59658 -1.08234 -4.58833 0.5578
C 4.23993 1.89156 -1.28159 -0.8896
N 0.71846 0.81704 -0.94327 0.5666
I -0.38940 1.33894 -3.59560 0.0492
H 2.83932 0.75823 -3.77599 0.2652
H -3.77022 -2.13609 5.29103 0.2947
H -3.45819 1.33847 -3.24928 0.3895
```

Properties
ΔE to the lowest compared entry with this formula, charge and spin: 0.186 eV
Charge: +1
Energy: -51099.5175 eV


# 8
Computed, not measured: 2 unconnected molecules or ions with the total composition C6H10N5OS in a non-equilibrium geometry, with the ωB97M-V functional and the def2-TZVPD basis.

Geometry as XYZ:
```
23
Properties=species:S:1:pos:R:3:nbo_charge:R:1
C -1.26401 -0.45535 0.33510 0.1244
H 0.23335 -2.03215 -0.60459 0.4191
H 3.59228 -1.62204 -1.31464 0.4393
N 2.80243 -2.00344 -0.77142 -0.8054
H -2.47278 0.08094 2.20548 0.2743
C 0.79264 2.20317 -0.80666 0.7284
H -0.11637 3.74919 -1.52004 0.2766
H -1.95583 1.38860 1.19491 0.2486
H 3.54744 -0.68241 1.42968 0.4502
N 0.78143 -1.33051 -0.10585 -0.4048
N -3.48082 0.27751 0.57962 -0.3321
H -0.64239 3.33745 0.18306 0.2469
O 1.45611 1.31758 -1.17106 -0.5026
H -4.47769 -0.88680 -0.78105 0.2201
C 2.11896 -1.24662 0.08540 0.6991
H 1.92147 0.12502 1.36936 0.4411
N -0.02522 -0.47011 0.58435 -0.3180
C -0.14320 3.13412 -0.65815 -0.7480
C -2.15907 0.38698 1.13687 -0.3267
H 2.52786 -2.89174 -1.11299 0.4240
C -3.60164 -0.56811 -0.31484 0.0000
N 2.68752 -0.39221 0.95339 -0.7490
S -2.12249 -1.41909 -0.89595 0.1944
```

Properties
ΔE to the lowest compared entry with this formula, charge and spin: 0.284 eV
Charge: +1
Energy: -26708.4350 eV